A gas-phase ion, C3H4Cl2N (charge +1) in a non-equilibrium geometry. Source: OMol25; level of theory: ωB97M-V/def2-TZVPD.

Output
SMILES: C#[N+][C@H](Cl)CCl
Multiplicity: 1
ΔE to the lowest compared entry with this formula, charge and spin (kcal/mol): 2.4
HOMO (Eh): -0.556
Total charge: +1
Kohn-Sham gap (eV): 9.65
LUMO energy (hartree): -0.20107

Cartesian coordinates (Å):
C1 0.3805 1.5104 -1.5101
C2 -0.6852 -1.0240 0.4996
C3 0.5877 0.0413 0.4875
N1 0.4318 0.9018 -0.5607
Cl1 -2.2413 -0.0874 0.8182
Cl2 2.1569 -0.8798 0.2846
H1 0.4678 2.1801 -2.3709
H2 -0.9450 -1.6097 -0.4243
H3 -0.6271 -1.7861 1.3844
H4 0.4738 0.7535 1.3916

Löwdin population analysis, charges in e, atoms 1 to 4: atom 1 (C): 0.36, atom 2 (C): -0.50, atom 3 (C): -0.68, atom 4 (N): 0.06